1:
2 unconnected molecules or ions with the total composition C4H5O2P, computed with ωB97M-V/def2-TZVPD.

Geometry as XYZ:
```
12
Properties=species:S:1:pos:R:3
C -1.82967 0.00872 -0.05162
C -0.11715 1.21204 0.46975
C -1.94000 -0.03389 -1.31595
C -0.28598 2.49497 0.33859
O -1.90921 -0.07166 -2.48124
O 0.76579 0.23997 0.53187
P 0.51979 -1.24624 -0.14086
H -2.13501 -0.31172 0.93501
H 0.49541 3.05975 0.51547
H -1.28185 2.96775 0.15674
H 1.91967 -1.46154 -0.03514
H 0.52765 -0.82035 -1.44840
```

Summary:
- Kohn-Sham gap: 8.32 eV

2:
2 unconnected molecules or ions with the total composition C4H5O2P, computed with ωB97M-V/def2-TZVPD.

Geometry as XYZ:
```
12
Properties=species:S:1:pos:R:3
C -1.09849 -1.07621 3.43874
C -2.04221 -1.66402 2.76390
C 1.15778 1.44748 -1.72997
C 1.00077 1.06034 -0.46357
O 0.41977 0.98627 3.85331
O -2.85168 -2.20032 2.12241
P -0.59300 0.60046 2.92876
H -0.47838 -1.64815 4.20003
H 2.04318 1.48405 -2.27952
H 0.25856 1.94809 -2.21404
H 1.81804 0.75872 0.15064
H 0.02025 1.10276 -0.01023
```

Summary:
- SMILES string: O=C=CP=O.C=C
- Kohn-Sham gap: 9.47 eV

Name the most stable of them. 2.

1:
A molecular structure, C5H13NOP, computed with ωB97M-V/def2-TZVPD.

Geometry as XYZ:
```
21
Properties=species:S:1:pos:R:3
C -0.14293 0.71667 1.05826
C 0.30248 -0.22094 0.20900
C -1.46610 0.71724 1.71404
C -0.77215 -1.54013 -1.68070
C -0.20025 -1.64352 -0.17413
N 0.74414 1.88827 1.01541
O 2.21526 -0.89686 -1.30749
P 1.83692 0.38792 -0.45704
H -1.83644 -0.28180 1.52130
H -2.11636 1.52264 1.31569
H -1.32079 0.87655 2.74937
H -0.66451 -2.38528 -2.35826
H -0.32468 -0.62937 -2.19898
H -1.84838 -1.27947 -1.51514
H 0.53037 -2.42203 -0.11917
H -1.02164 -1.93316 0.53807
H 1.22393 2.15647 1.85498
H 2.99336 0.46742 0.26599
H 0.26036 2.83988 0.75107
H 3.07518 -0.90045 -1.62384
H 1.49682 1.50334 -1.20465
```

Summary:
- Charge: +1
- Kohn-Sham gap: 10.82 eV

2:
A molecular structure, C5H13NOP, computed with ωB97M-V/def2-TZVPD.

Geometry as XYZ:
```
21
Properties=species:S:1:pos:R:3
C -0.70453 0.79588 0.14184
C 0.03887 -0.27913 0.07514
C -2.16896 0.81881 0.27568
C -0.45759 -2.86407 0.49636
C -0.01364 -1.65730 -0.39345
N -0.00713 2.00604 -0.02872
O 2.71926 2.27697 -0.63882
P 1.95450 0.86844 0.02357
H -2.55086 0.09128 0.92592
H -2.58004 0.58443 -0.69469
H -2.44359 1.80907 0.65071
H -1.51253 -2.84437 0.65947
H -0.02235 -2.71438 1.41021
H -0.09945 -3.80555 0.18580
H -0.82944 -1.65189 -1.32965
H 0.87991 -1.95384 -0.89390
H -0.15280 2.32839 -1.06561
H 3.01356 0.01324 -0.14976
H -0.34056 2.77216 0.55920
H 2.99394 2.26349 -1.54100
H 2.28341 1.14234 1.33167
```

Summary:
- Charge: +1
- Kohn-Sham gap: 9.49 eV

Name the most stable of them. 1.

1:
40 unconnected molecules or ions with the total composition H80O40, computed with ωB97M-V/def2-TZVPD.

Geometry as XYZ:
```
120
Properties=species:S:1:pos:R:3
H -0.21399 3.76250 1.69333
H -1.02347 2.98423 2.72255
O -0.88845 3.88783 2.36768
H 3.69545 1.27469 -5.80966
H 2.96492 2.59539 -5.38845
O 3.80488 2.13267 -5.39373
H -3.52273 0.20013 1.31437
H -3.28564 1.20873 0.13966
O -3.79515 0.43975 0.43032
H -1.77381 2.15616 4.06589
H -2.22213 1.99538 2.50116
O -1.86139 1.58418 3.29024
H 0.13027 0.55164 -3.89020
H -0.68273 -0.55432 -3.08292
O 0.08502 -0.37004 -3.63558
H 0.65242 -0.72352 -6.29057
O 1.33671 -0.10566 -6.00610
H -0.36288 -1.02819 0.36952
O 0.21267 -1.67325 0.91498
H 2.95888 1.19200 5.57189
H 2.99243 -0.28230 5.16046
O 2.90507 0.61092 4.80621
H 4.74733 3.61353 3.40361
H 3.99459 2.36050 3.87926
O 4.74005 2.94306 4.09211
H 0.81807 -4.34448 -0.01961
H -0.49272 -4.69491 -0.98773
O 0.41188 -4.54794 -0.86167
H 3.40348 -3.91883 1.58585
H 2.18240 -4.54376 2.10435
O 2.84741 -4.67351 1.41994
H 0.21508 2.68295 6.16686
O -0.29865 3.04762 5.44602
H 2.77917 -2.28426 2.82869
H 3.11902 -3.48111 3.57963
O 3.03119 -2.52892 3.72666
H -1.90406 3.15611 -6.01587
H -1.25615 4.00201 -5.05520
O -1.10832 3.13692 -5.46433
H 2.31156 2.00666 0.53638
H 1.07852 2.76058 0.76113
O 1.98976 2.74683 1.08530
H 4.22596 3.23099 0.81192
H 5.53715 3.50417 -0.28008
O 5.11420 3.48014 0.57047
H -3.34951 -5.33357 -0.48170
H -2.11517 -5.19541 0.72530
O -2.73356 -4.87189 0.07634
H 1.91720 1.33465 -1.13778
H 1.66946 -0.24360 -0.80615
O 1.33107 0.63894 -0.89476
H -4.25377 -2.47502 0.87691
O -5.05362 -2.05986 1.21735
H 5.92885 1.31560 0.33432
H 6.46678 0.20403 -0.81452
O 6.61485 0.81073 -0.10581
H -3.12528 2.20613 -1.30752
O -3.37698 3.12001 -1.36797
H -1.49882 -1.61655 3.18790
H -1.85077 -1.57060 1.68796
O -2.15734 -1.86712 2.53863
H -0.00555 1.41642 -0.83488
H -0.91466 2.62146 -1.28661
O -0.83368 1.95831 -0.61178
H -3.43669 -1.47920 -1.11220
H -4.79467 -1.95224 -1.52215
O -3.90821 -1.83613 -1.86668
H -1.04494 0.19759 -0.78534
H -1.72157 -0.89672 -1.04599
O -0.77514 -0.66610 -1.17432
H 4.69877 -1.26873 0.42330
H 5.35568 -1.20178 1.84923
O 5.20189 -1.75306 1.08070
H -0.61119 -1.92747 -4.75717
H -0.52391 -3.23387 -4.07333
O -0.13128 -2.76424 -4.82732
H -1.30592 -0.98134 6.47133
H -1.94784 -2.00135 5.53288
O -1.86068 -1.77352 6.46139
H -0.26793 0.98380 5.05718
H 0.81427 0.04836 5.18669
O -0.06773 0.17741 5.56172
H 2.56777 0.75522 1.66406
H 2.93900 -0.65417 1.60096
O 3.20978 0.18194 1.21711
H 1.73360 -2.06127 -0.59407
H 2.63253 -2.66339 -1.83632
O 2.52792 -2.48563 -0.91122
H 1.08393 -3.45260 3.42821
O 0.74671 -3.90244 4.19080
H -2.81169 -4.81995 -3.99897
H -2.40964 -4.41590 -2.66613
O -2.42479 -4.04927 -3.56156
H -5.00023 -1.13852 0.91559
H 1.64075 -0.56219 -5.21124
H -3.10342 3.51989 -2.19509
H 0.00142 -2.42880 0.35291
H -0.21642 4.00209 5.42831
H 1.20846 -3.74138 5.00211
O -4.81551 -0.07575 3.19041
H -5.54354 -0.28114 3.77193
H -4.47919 -0.97225 3.03673
O -5.59281 0.87120 -1.97578
H -5.93754 1.69960 -1.62166
H -5.56287 0.42463 -1.11647
O -2.54056 -2.21184 -5.89177
H -1.84336 -2.89497 -5.92065
H -2.80846 -2.54187 -5.01243
O 0.89770 3.54850 -2.67685
H 0.49189 2.95965 -3.32996
H 0.29007 4.30519 -2.69933
O -0.32092 5.78558 -1.41502
H -0.98503 5.18388 -1.05246
H -0.18296 6.39113 -0.68326
O 3.09613 2.63644 -1.35158
H 2.39968 3.20876 -1.74168
H 3.49033 2.27164 -2.15908
O -3.18163 0.18924 -3.35181
H -4.13500 0.06468 -3.24472
H -2.98781 -0.20328 -4.19991
```

Summary:
- Kohn-Sham gap: 9.96 eV

2:
40 unconnected molecules or ions with the total composition H80O40, computed with ωB97M-V/def2-TZVPD.

Geometry as XYZ:
```
120
Properties=species:S:1:pos:R:3
H -2.22373 1.17351 3.62788
H -1.19163 1.48323 4.94881
O -2.04113 1.26907 4.60570
H 2.87913 -2.43819 -5.23318
H 1.90099 -2.15876 -4.25861
O 2.53060 -1.66926 -4.76046
H -4.65403 -1.35110 0.65008
H -4.99802 -0.51277 -0.61067
O -4.30763 -0.58505 0.09613
H -1.21774 -4.57043 4.60780
H -2.57443 -3.69676 5.45575
O -1.87121 -3.78489 4.60395
H 1.39025 1.38761 -4.34754
H 0.83019 0.08940 -3.52277
O 1.03575 1.03346 -3.56783
H 3.58874 0.28150 3.13602
O 4.08538 1.07249 2.80774
H 1.28866 -2.24194 0.10681
O 0.99850 -1.37730 -0.30124
H 3.93023 2.78319 -0.44850
H 3.84543 3.41773 -1.72853
O 4.51450 3.20328 -1.02420
H -0.61885 5.57117 2.17006
H 0.34958 6.43996 1.26543
O -0.33191 6.43150 1.92628
H -0.50496 -3.43449 -0.51438
H 0.39166 -4.36487 0.21286
O 0.21071 -4.08859 -0.70529
H 4.04633 -1.45243 -0.42434
H 3.38314 -0.26322 0.18384
O 3.63018 -1.15762 0.40032
H 1.41553 3.23082 -0.24809
O 2.08746 2.82582 -0.81197
H 1.60781 3.96837 3.74633
H 1.14234 2.74944 4.63103
O 1.05901 3.09584 3.72969
H -0.86922 2.48833 -6.41795
H 0.78674 2.33710 -6.19352
O -0.10054 2.44465 -5.86631
H 0.51520 2.58628 2.25562
H 0.20309 2.60359 0.66559
O 0.47462 3.09043 1.41767
H 1.48673 3.77369 -2.78212
H 1.78398 4.07960 -4.36154
O 2.13812 4.15017 -3.47108
H 4.79245 -4.41316 1.52651
H 4.31475 -3.98218 2.98401
O 4.02059 -4.12549 2.06921
H -3.43437 2.58126 0.39932
H -3.23660 2.80290 -1.06018
O -3.72552 3.21837 -0.33784
H -3.68636 -4.22397 2.35433
O -4.08155 -3.73661 1.59746
H 3.67809 0.05433 -2.62509
H 3.93802 1.30630 -1.91376
O 4.26716 0.38608 -1.81358
H -3.85508 2.61979 -4.78405
O -4.43103 2.21127 -4.06352
H -3.50634 -1.03610 3.92754
H -2.58520 -1.15472 2.67949
O -3.47015 -1.45527 2.97085
H -1.27417 4.24994 1.51538
H -2.45725 3.30026 1.66316
O -1.84824 3.79430 2.18902
H 1.84893 -5.14353 2.86850
H 2.83093 -5.40836 4.06506
O 2.07166 -4.95275 3.72962
H 0.72266 -2.01038 -2.28951
H 1.02522 -3.61308 -2.12175
O 1.07099 -2.80074 -2.68336
H 5.80920 -0.88658 -0.30962
H 6.92366 0.07590 -0.63094
O 6.72610 -0.73353 -0.11305
H -4.08216 -0.75550 -2.24624
H -5.09070 0.14326 -3.25163
O -4.99477 -0.57083 -2.60594
H 0.49694 0.43916 3.04323
H 1.36047 -0.59870 3.82817
O 1.36531 0.07149 3.17107
H -0.33603 -2.04713 3.34890
H -1.27166 -0.97713 4.06668
O -0.97259 -1.34862 3.23024
H -1.40642 0.68447 0.50089
H -0.52071 0.19308 -0.72940
O -1.13391 0.82740 -0.39572
H 3.72423 -4.31325 -1.12725
H 2.33853 -4.51693 -2.01028
O 2.71248 -4.22713 -1.14146
H 1.61295 -3.26933 4.97490
O 1.67336 -2.32870 4.68036
H -0.64066 -3.72742 3.36815
H 0.15708 -4.48435 2.23652
O 0.03877 -3.65441 2.68627
H -3.83324 -2.93861 2.06425
H 4.64646 0.69059 2.08312
H -3.62508 1.78254 -3.58206
H 1.89151 -0.95526 -0.31976
H 1.54435 2.52821 -1.53189
H 2.38644 -2.20409 4.05217
O -4.00401 0.89584 2.20721
H -3.92398 0.43465 1.35154
H -4.64483 0.34733 2.72906
O -4.06440 -4.33338 -1.64224
H -3.39601 -4.43030 -0.94651
H -4.91421 -4.57140 -1.26031
O -2.80575 -2.27113 -2.53245
H -2.56453 -2.76103 -1.74066
H -3.74220 -2.15454 -2.52781
O -1.20143 5.62740 -1.29692
H -2.08619 5.36472 -0.94733
H -0.73459 5.98053 -0.52453
O -0.20974 4.73804 -3.63013
H 0.19921 5.38836 -2.95998
H 0.02139 5.30606 -4.37444
O -0.11839 3.09751 -1.64105
H -0.70816 3.97560 -1.60254
H -0.42301 2.60915 -2.39401
O -0.75575 -1.38168 -4.03209
H -1.56290 -0.79797 -3.91417
H -0.87559 -2.34440 -4.15837
```

Summary:
- Kohn-Sham gap: 9.02 eV

Name the most stable of them. 1.